[1]
DFT (ωB97M-V with the def2-TZVPD basis set) results for the molecule C17H22N4O3S at a distorted geometry.

Its HOMO energy is -9.1 eV. The calculation puts the calculated total energy at -1503.9453 Eh. Its SMILES is Cc1cccc(NC(=O)Cn2cnc(S(=O)(=O)N3CCCC3)c2)c1C.

```
47
C17H22N4O3S (ωB97M-V with the def2-TZVPD basis set)
C 4.948 2.886 0.632
C 4.961 1.439 0.243
C 6.060 0.919 -0.426
C 6.110 -0.413 -0.796
C 5.034 -1.233 -0.528
C 3.919 -0.719 0.124
N 2.827 -1.598 0.356
C 1.560 -1.365 -0.055
O 1.171 -0.361 -0.599
C 0.599 -2.537 0.264
N -0.748 -2.102 0.055
C -1.510 -2.268 -1.056
N -2.625 -1.598 -0.993
C -2.593 -0.949 0.201
S -3.842 0.173 0.800
O -5.145 -0.377 0.588
O -3.442 0.497 2.141
N -3.730 1.569 -0.095
C -2.450 2.240 -0.030
C -1.679 1.836 -1.300
C -2.757 1.306 -2.263
C -4.082 1.444 -1.493
C -1.433 -1.242 0.861
C 3.879 0.607 0.555
C 2.716 1.122 1.344
H 4.035 3.367 0.288
H 5.800 3.403 0.198
H 5.001 2.996 1.715
H 6.893 1.567 -0.656
H 6.978 -0.806 -1.303
H 5.044 -2.271 -0.829
H 3.074 -2.539 0.626
H 0.817 -3.376 -0.403
H 0.732 -2.855 1.302
H -1.217 -2.889 -1.879
H -1.954 1.954 0.896
H -2.633 3.319 -0.013
H -1.152 2.692 -1.719
H -0.940 1.066 -1.081
H -2.576 0.260 -2.506
H -2.787 1.875 -3.190
H -4.618 2.351 -1.791
H -4.742 0.586 -1.607
H -1.079 -0.915 1.815
H 3.026 1.908 2.027
H 1.954 1.521 0.675
H 2.261 0.321 1.923
```

---

[2]
DFT (ωB97M-V with the def2-TZVPD basis set) results for a structure of composition C12H13Cl2N6SV at a distorted geometry.

Its total charge is +1. Its HOMO energy (spin up / spin down) is -9.8 / -9.0 eV. The expectation value of S² is 0.781. Its multiplicity is 2. The calculation puts the calculated total energy at -3056.0215 Eh.

```
35
C12H13Cl2N6SV (ωB97M-V with the def2-TZVPD basis set)
V 0.355 0.649 -0.561
N -3.511 -0.096 -0.907
C -3.236 -1.335 -0.408
C -1.876 -1.450 -0.364
N -1.319 -0.300 -0.822
C -2.326 0.513 -1.151
C -1.973 1.800 -1.642
N -0.676 2.113 -1.615
C -0.570 3.351 -2.163
C -1.811 3.796 -2.527
N -2.692 2.807 -2.199
H -4.426 0.319 -0.985
H -4.009 -2.019 -0.126
H -1.281 -2.277 -0.024
H 0.374 3.849 -2.285
H -2.122 4.720 -2.965
H -3.687 2.839 -2.358
Cl 1.838 0.114 -2.517
C 3.137 0.953 -1.655
Cl 2.377 1.837 -0.326
H 3.639 1.649 -2.327
H 3.820 0.206 -1.249
C 1.816 -2.698 4.213
C 1.567 -2.029 2.909
C 2.104 -2.514 1.707
C 1.796 -1.832 0.545
N 1.067 -0.717 0.570
C 0.602 -0.309 1.779
S -0.303 1.130 1.657
N 0.810 -0.939 2.915
H 1.900 -3.775 4.086
H 1.020 -2.457 4.910
H 2.751 -2.329 4.636
H 2.730 -3.388 1.684
H 2.114 -2.181 -0.435
```

---

[3]
DFT (ωB97M-V with the def2-TZVPD basis set) results for a cluster of 14 separate species, H27O14 in total at a distorted geometry.

Its HOMO energy (spin up / spin down) is -11.1 / -11.1 eV. The expectation value of S² is 0.755. Its multiplicity is 2. The calculation puts the calculated total energy at -1069.3677 Eh.

```
41
H27O14 (ωB97M-V with the def2-TZVPD basis set)
O 0.147 3.737 0.045
H 0.854 3.081 0.207
O 1.536 1.395 -0.191
H -1.575 -0.926 -2.727
H -2.256 2.130 2.895
O 3.773 -2.285 -0.693
H -1.042 1.709 3.803
H 2.216 0.168 4.350
O 1.456 0.116 3.770
H 1.190 -2.298 -1.112
H 1.837 -0.182 2.947
O 1.093 -1.470 -1.605
H -0.113 3.502 -0.855
H 1.601 0.693 0.468
O -2.436 4.292 -0.315
H 1.126 -0.849 -0.785
H 0.519 0.268 -3.701
O 1.439 -1.187 0.690
H 1.833 -1.995 0.988
H -1.583 4.469 0.123
O -1.298 2.024 2.934
H 3.245 -1.609 -1.144
H -1.162 -2.472 -0.949
O -3.448 0.392 2.184
H -3.401 0.312 1.233
H 3.154 -2.876 -0.263
O 0.235 -4.125 0.268
H 0.066 -3.441 0.905
H 0.779 -3.660 -0.384
O 1.460 0.474 -3.814
H -2.416 3.332 -0.363
H -0.927 -0.955 -4.152
O -1.601 -0.531 -3.616
H -0.906 0.790 0.994
H 1.741 0.322 -2.909
O -1.928 -2.113 -1.396
H -2.503 0.465 2.373
H -2.297 -1.431 -0.836
O -1.014 -0.146 0.766
H 0.743 1.399 -0.722
H -0.135 -0.521 0.588
```

---

[4]
DFT (ωB97M-V with the def2-TZVPD basis set) results for a structure of composition C46H37GeN6Re.

Its total charge is -1. Its HOMO energy (spin up / spin down) is -2.9 / -3.1 eV. The expectation value of S² is 0.762. Its multiplicity is 2. The calculation puts the calculated total energy at -4258.8207 Eh.

```
91
C46H37GeN6Re (ωB97M-V with the def2-TZVPD basis set)
Re 1.264 0.566 0.565
C -4.799 2.690 4.154
C -3.656 2.498 3.194
C -3.467 3.332 2.096
C -2.379 3.192 1.259
C -1.401 2.183 1.428
N -0.301 2.084 0.640
C -0.226 2.781 -0.561
C -1.179 2.695 -1.580
C -0.991 3.318 -2.801
C 0.161 4.051 -3.074
C 0.401 4.662 -4.429
C 1.113 4.154 -2.067
C 0.916 3.552 -0.836
N 1.899 3.730 0.182
C 2.500 4.890 0.519
C 3.392 4.612 1.526
C 3.256 3.232 1.745
N 2.352 2.706 0.933
C -1.628 1.322 2.531
C -2.704 1.510 3.389
N -0.800 0.192 2.802
C -1.218 -0.966 3.346
C -0.113 -1.754 3.578
C 0.960 -0.997 3.109
N 0.548 0.179 2.623
H -5.666 3.121 3.650
H -5.109 1.742 4.597
H -4.532 3.363 4.974
H -4.180 4.127 1.899
H -2.261 3.884 0.437
H -2.065 2.097 -1.409
H -1.747 3.207 -3.571
H -0.538 4.806 -4.964
H 0.896 5.632 -4.348
H 1.038 4.021 -5.044
H 2.038 4.692 -2.244
H 2.232 5.808 0.026
H 4.040 5.303 2.036
H 3.778 2.608 2.447
H -2.794 0.857 4.250
H -2.266 -1.156 3.496
H -0.096 -2.751 3.980
H 2.006 -1.248 3.053
N 8.009 -2.695 1.663
C 6.981 -2.203 1.490
C 5.707 -1.589 1.278
C 5.188 -0.685 2.204
C 3.948 -0.108 1.993
C 3.140 -0.351 0.853
C 3.709 -1.293 -0.048
C 4.934 -1.893 0.148
H 5.754 -0.455 3.099
H 3.569 0.534 2.785
H 3.148 -1.552 -0.937
H 5.311 -2.607 -0.576
C 0.561 -0.614 -0.504
Ge -0.462 -2.044 -1.199
C 0.499 -3.738 -1.070
C 0.505 -4.698 -2.079
C 1.231 -5.876 -1.936
C 1.963 -6.102 -0.780
C 1.973 -5.149 0.230
C 1.246 -3.976 0.085
C -2.073 -2.142 -0.072
C -2.462 -3.289 0.615
C -3.568 -3.274 1.459
C -4.304 -2.108 1.623
C -3.922 -0.952 0.952
C -2.812 -0.974 0.118
C -1.015 -1.648 -3.038
C -1.896 -2.443 -3.771
C -2.273 -2.090 -5.060
C -1.777 -0.925 -5.632
C -0.909 -0.118 -4.910
C -0.530 -0.477 -3.622
H -0.052 -4.524 -2.993
H 1.230 -6.611 -2.732
H 2.537 -7.015 -0.671
H 2.563 -5.312 1.124
H 1.282 -3.218 0.860
H -1.890 -4.204 0.502
H -3.855 -4.175 1.989
H -5.167 -2.096 2.279
H -4.471 -0.028 1.094
H -2.500 -0.058 -0.374
H -2.306 -3.346 -3.329
H -2.957 -2.720 -5.616
H -2.073 -0.646 -6.636
H -0.528 0.799 -5.345
H 0.141 0.159 -3.052
```

---

[5]
DFT (ωB97M-V with the def2-TZVPD basis set) results for a cluster of 2 separate species, C5H9F3N2O in total at a distorted geometry.

Its HOMO energy is -9.2 eV. The calculation puts the calculated total energy at -680.1837 Eh. Its SMILES is NC[C@@H](O)C(F)(F)F.C=C=N.

```
20
C5H9F3N2O (ωB97M-V with the def2-TZVPD basis set)
N 2.045 -1.194 0.001
C 0.689 -0.556 0.009
C 0.792 0.730 0.882
O 1.706 0.653 1.792
C 0.925 1.946 0.013
F 0.961 3.113 0.741
F 2.056 2.039 -0.726
F -0.092 2.059 -0.872
H 2.204 -1.777 -0.844
H 2.708 -0.372 -0.037
H 0.449 -0.302 -1.016
H -0.109 -1.287 0.406
H -0.224 0.787 1.363
H 2.466 -0.010 1.594
C -3.676 0.874 0.177
C -3.014 -0.185 -0.121
N -2.489 -1.254 -0.321
H -4.813 0.741 0.372
H -3.155 1.774 0.583
H -2.200 -1.600 -1.130
```

---

[6]
DFT (ωB97M-V with the def2-TZVPD basis set) results for a cluster of 2 separate species, C9H13NO in total at a distorted geometry.

Its HOMO energy is -9.2 eV. The calculation puts the calculated total energy at -480.7387 Eh. Its SMILES is Cc1ccccc1.CC(N)=O.

```
24
C9H13NO (ωB97M-V with the def2-TZVPD basis set)
C 2.883 0.711 -0.131
C 1.514 1.359 -0.368
C 0.415 0.577 -0.105
C -0.880 1.025 -0.392
C -1.069 2.320 -0.863
C 0.054 3.110 -1.065
C 1.360 2.665 -0.880
H 3.058 0.630 0.939
H 3.682 1.327 -0.543
H 2.810 -0.245 -0.634
H 0.514 -0.416 0.319
H -1.728 0.360 -0.367
H -2.087 2.628 -1.052
H -0.004 4.085 -1.541
H 2.215 3.278 -1.115
C -2.367 -2.484 0.388
C -1.028 -2.990 0.714
N -0.443 -2.578 1.893
O -0.408 -3.712 -0.050
H -2.507 -2.742 -0.665
H -2.325 -1.394 0.313
H -3.280 -2.808 0.874
H 0.496 -2.896 1.959
H -0.874 -1.807 2.370
```

---

[7]
DFT (ωB97M-V with the def2-TZVPD basis set) results for a cluster of 3 separate species, C13H19BrFNO10 in total at a distorted geometry.

Its HOMO energy is -9.3 eV. The calculation puts the calculated total energy at -3987.7712 Eh. Its SMILES is C[C@H](F)OC(=O)N(O)CC(=O)Br.C[C@@H]1COC(=O)O1.C[C@@H]1COC(=O)O1.

```
45
C13H19BrFNO10 (ωB97M-V with the def2-TZVPD basis set)
C 6.012 -1.810 -1.281
C 4.667 -1.693 -1.948
F 4.148 -0.462 -1.672
O 3.787 -2.706 -1.515
C 2.758 -2.248 -0.722
O 2.883 -2.151 0.463
N 1.606 -1.976 -1.456
O 1.028 -3.161 -1.962
C 0.665 -1.092 -0.838
C 0.520 0.175 -1.702
O 1.321 0.514 -2.526
Br -1.075 1.263 -1.405
H 6.223 -2.831 -1.008
H 6.756 -1.462 -1.986
H 6.064 -1.164 -0.417
H 4.760 -1.773 -3.022
H 0.439 -2.864 -2.660
H -0.315 -1.543 -0.778
H 0.939 -0.780 0.162
C 2.221 4.328 2.586
C 1.133 3.482 1.971
C -0.273 3.954 2.260
O -1.020 2.731 2.228
C -0.168 1.726 2.557
O -0.502 0.619 2.814
O 1.113 2.165 2.551
H 3.203 3.958 2.297
H 2.132 5.365 2.262
H 2.169 4.287 3.674
H 1.297 3.372 0.896
H -0.650 4.646 1.511
H -0.377 4.402 3.251
C -6.558 -1.484 -0.412
C -5.110 -1.691 -0.041
C -4.313 -0.419 0.129
O -2.991 -0.836 -0.237
C -3.118 -1.878 -1.087
O -2.229 -2.329 -1.738
O -4.388 -2.334 -1.109
H -7.079 -2.439 -0.469
H -7.059 -0.859 0.327
H -6.638 -1.014 -1.392
H -5.031 -2.324 0.846
H -4.320 -0.041 1.148
H -4.628 0.376 -0.553
```

---

[8]
DFT (ωB97M-V with the def2-TZVPD basis set) results for a cluster of 2 separate species, C4H6N2 in total at a distorted geometry.

Its HOMO energy (spin up / spin down) is -9.5 / -9.6 eV. The calculation puts the calculated total energy at -265.3269 Eh.

```
12
C4H6N2 (ωB97M-V with the def2-TZVPD basis set)
N 0.237 1.013 -2.311
C 0.566 0.929 -1.202
C 1.008 0.847 0.194
C -0.085 0.356 1.121
C -1.033 -1.297 -1.037
N 0.212 -0.438 2.059
H 1.861 0.167 0.268
H 1.342 1.843 0.510
H -1.083 0.761 0.926
H -0.377 -2.013 -1.574
H -1.977 -1.337 -1.620
H -0.625 -0.666 2.596
```

---

Which of these has the highest calculated total energy?
C4H6N2

---

The highest calculated total energy belongs to which entry?
C4H6N2